(a)
Molecular formula: C5H6O2S
Method: DFT, the ωB97M-V functional and the def2-TZVPD basis

```
14
C5H6O2S the ωB97M-V functional and the def2-TZVPD basis
S 0.36187 3.51075 -1.26616
C 0.11572 1.99882 -0.73494
O 0.25787 0.98175 -1.53107
C -0.09621 -0.35474 -1.00024
C 1.01158 -0.79489 -0.12394
C 0.53982 -0.96300 1.09780
C -0.94912 -0.81558 1.11466
O -1.20848 -0.31137 -0.23894
H -0.08923 1.76978 0.29091
H -0.32164 -0.93392 -1.88494
H 2.02859 -0.80753 -0.58080
H 1.25216 -1.30672 1.89681
H -1.49804 -1.80278 1.12728
H -1.40489 -0.17056 1.83355
```

The value obtained for the molar mass is 130.2 g mol⁻¹. Its SMILES is S=CO[C@H]1C=CCO1. For the lowest unoccupied orbital energy, the calculation gives 0.67 eV. For the HOMO energy, the calculation gives -8.4 eV. As for the total charge: 0.

Results of the Löwdin charge analysis, in e, for atoms 1 through 4: S 0.67; C -0.76; O -0.08; C -0.36

=====

(b)
Molecular formula: C5H6O2S
Method: DFT, the ωB97M-V functional and the def2-TZVPD basis

```
14
C5H6O2S the ωB97M-V functional and the def2-TZVPD basis
C -0.32218 1.81854 -0.04497
O -1.15113 0.81608 -0.78357
C -1.39511 -0.33787 -0.17080
S -2.63285 -1.33469 -0.59575
C -0.42741 -0.82932 0.85675
C 0.86076 -1.08062 0.59795
C 1.48372 -0.89546 -0.73643
O 2.68766 -1.01168 -0.90870
H -0.88760 2.73484 -0.32238
H 0.69756 1.69346 -0.49170
H -0.29963 1.61784 1.00783
H -0.91363 -1.10952 1.79357
H 1.51039 -1.46517 1.36394
H 0.78945 -0.61643 -1.56575
```

The value obtained for the molar mass is 130.2 g mol⁻¹. Its SMILES is COC(=S)/C=C\C=O. For the lowest unoccupied orbital energy, the calculation gives -0.80 eV. For the HOMO energy, the calculation gives -9.0 eV. As for the total charge: 0.

Results of the Löwdin charge analysis, in e, for atoms 1 through 4: C 0.01; O -0.15; C -0.88; S 0.74

=====

The most stable arrangement is (a), and the next structure is 0.0051 hartree less stable.

=====

(a)
Molecular formula: C5H6O2S
Method: DFT, the ωB97M-V functional and the def2-TZVPD basis

```
14
C5H6O2S the ωB97M-V functional and the def2-TZVPD basis
C 1.05421 -1.27320 -0.12691
C -0.00553 -0.60102 0.24828
S -1.62774 -0.93850 0.06182
C -1.75652 0.92194 -0.16896
O -0.40556 1.41456 -0.45113
C 0.35286 0.78399 0.50924
O 1.84626 0.92697 0.18386
C 2.35874 -0.45446 -0.24978
H 0.62439 -2.27322 -0.41983
H -2.12578 1.21007 -1.13901
H -2.15597 1.47584 0.75510
H 0.29311 0.99695 1.51212
H 3.13227 -0.86724 0.51468
H 2.72762 -0.52218 -1.34504
```

The value obtained for the molar mass is 130.2 g mol⁻¹. Its SMILES is C1=C2SCO[C@@H]2OC1. For the lowest unoccupied orbital energy, the calculation gives 0.73 eV. For the HOMO energy, the calculation gives -8.6 eV. As for the total charge: 0.

Results of the Löwdin charge analysis, in e, for atoms 1 through 4: C -0.09; C -0.66; S 0.98; C -0.35

=====

(b)
Molecular formula: C5H6O2S
Method: DFT, the ωB97M-V functional and the def2-TZVPD basis

```
14
C5H6O2S the ωB97M-V functional and the def2-TZVPD basis
O -2.96336 -1.46664 -0.24449
C -2.10401 -0.65178 -0.36502
S -1.79581 0.64896 0.75652
C -0.57009 1.58460 -0.11366
C 0.57889 1.07681 -0.54331
C 1.16325 -0.27655 -0.28619
C 1.21689 -0.89531 1.01887
O 0.52130 -1.54235 -0.02824
H -1.37023 -0.61215 -1.18911
H -0.76122 2.65573 -0.11163
H 1.20121 1.76712 -1.12184
H 2.02348 -0.45981 -0.98924
H 2.17789 -1.37736 1.29750
H 0.68181 -0.45128 1.91985
```

The value obtained for the molar mass is 130.2 g mol⁻¹. Its SMILES is O=CS/C=C\[C@H]1CO1. For the lowest unoccupied orbital energy, the calculation gives 0.62 eV. For the HOMO energy, the calculation gives -9.3 eV. As for the total charge: 0.

Results of the Löwdin charge analysis, in e, for atoms 1 through 4: O 0.01; C -0.62; S 0.97; C -0.41

=====

The most stable arrangement is (b), and the next structure is 0.0321 hartree less stable.

=====

(a)
Molecular formula: C6H8N
Method: DFT, the ωB97M-V functional and the def2-TZVPD basis

```
15
C6H8N the ωB97M-V functional and the def2-TZVPD basis
C 0.20978 2.14883 0.38898
C -0.36782 0.90122 0.82054
C -0.89862 -0.00728 1.56724
N -0.67169 -0.40731 0.16849
C 0.40056 -1.35889 -0.19983
C 0.01259 -2.62083 -0.88542
C 0.56454 -1.70869 -1.63581
H 0.28671 2.83091 1.23337
H -0.40726 2.60603 -0.38661
H 1.20268 1.98226 -0.03205
H -1.28849 -0.46403 2.44321
H -1.47430 -0.47604 -0.46513
H 1.22062 -1.28183 0.50379
H -0.41467 -3.58217 -0.74211
H 0.92967 -1.36379 -2.57127
```

The value obtained for the molar mass is 94.1 g mol⁻¹. Its SMILES is CC1=C[N@@H+]1C1C=C1. For the lowest unoccupied orbital energy, the calculation gives -3.28 eV. For the HOMO energy, the calculation gives -14.8 eV. As for the total charge: +1.

Results of the Löwdin charge analysis, in e, for atoms 1 through 4: C 0.02; C -0.13; C 0.16; N 0.03

=====

(b)
Molecular formula: C6H8N
Method: DFT, the ωB97M-V functional and the def2-TZVPD basis

```
15
C6H8N the ωB97M-V functional and the def2-TZVPD basis
C 1.25963 -1.04567 2.19847
C 0.82646 -0.47554 1.07427
C -0.28943 -0.82743 0.08042
C -0.65833 0.16799 -0.79382
C -1.58687 0.23195 -1.93822
C 0.29035 1.16008 -0.36509
N 1.11782 0.82293 0.60776
H 2.17675 -0.66976 2.65149
H 0.90495 -1.90018 2.76569
H -0.78923 -1.77746 -0.03432
H -1.08125 0.82933 -2.61404
H -2.47410 0.78082 -1.64508
H -1.77531 -0.82524 -2.23705
H 0.48947 2.08552 -0.88155
H 1.58911 1.44265 1.13109
```

The value obtained for the molar mass is 94.1 g mol⁻¹. Its SMILES is C=C1C=C(C)C=[NH+]1. For the lowest unoccupied orbital energy, the calculation gives -5.90 eV. For the HOMO energy, the calculation gives -14.8 eV. As for the total charge: +1.

Results of the Löwdin charge analysis, in e, for atoms 1 through 4: C 0.20; C -0.21; C 0.11; C -0.21

=====

The most stable arrangement is (b), and the next structure is 0.1117 hartree less stable.

=====

(a)
Molecular formula: C7H14N2S
Method: DFT, the ωB97M-V functional and the def2-TZVPD basis

```
24
C7H14N2S the ωB97M-V functional and the def2-TZVPD basis
C 0.69612 2.60506 0.91121
C -0.57925 2.81004 0.11373
C -0.92222 1.66138 -0.79801
C -0.10624 0.78815 -1.45084
N -0.90818 0.11629 -2.34579
C -2.16840 0.58667 -2.16740
N -2.20587 1.52307 -1.26618
H 1.44348 2.15658 0.26166
H 0.54018 1.97727 1.78392
H 1.14506 3.56912 1.14966
H -1.46194 2.96509 0.72500
H -0.48148 3.70012 -0.51184
H 0.95627 0.62658 -1.44768
H -0.52637 -0.66092 -2.85516
H -2.97182 0.24922 -2.80324
C 0.00508 -2.72458 2.34755
C 0.54761 -1.84044 1.17871
S 2.31829 -2.23138 1.04312
H -0.08734 -2.10442 3.24138
H 0.71836 -3.50693 2.59363
H -0.93707 -3.18756 2.06992
H 0.10961 -2.23112 0.27532
H 0.27211 -0.80694 1.34382
H 2.82134 -1.24674 0.28480
```

The value obtained for the molar mass is 158.3 g mol⁻¹. Its SMILES is CCc1c[nH]cn1.CCS. For the lowest unoccupied orbital energy, the calculation gives 0.62 eV. For the HOMO energy, the calculation gives -8.7 eV. As for the total charge: 0.

Results of the Löwdin charge analysis, in e, for atoms 1 through 4: C -0.10; C -0.20; C -0.32; C -0.08

=====

(b)
Molecular formula: C7H14N2S
Method: DFT, the ωB97M-V functional and the def2-TZVPD basis

```
24
C7H14N2S the ωB97M-V functional and the def2-TZVPD basis
C -4.35463 1.91970 1.36982
C -2.12454 -0.15752 0.22427
C -1.09660 0.88703 2.57319
C 4.19329 -1.15429 -1.28439
C 1.89603 -1.40194 -2.26021
C -3.27156 2.56609 0.72802
C 2.71473 -1.09097 -1.01722
N -5.16706 1.29924 1.90426
N 2.16321 -1.18653 0.10478
S -1.47022 1.30499 1.03514
H -2.86281 -0.66707 0.86082
H -1.24435 -0.81830 -0.05931
H -0.76480 1.67318 3.22463
H -1.83124 0.33583 3.26531
H 4.22735 -2.11620 -1.67924
H 4.74484 -0.41589 -1.90681
H 4.67078 -1.23640 -0.29126
H 2.32448 -0.80515 -3.08695
H 0.79450 -1.15592 -2.24503
H 2.17073 -2.54681 -2.38420
H -2.82077 3.45346 1.19761
H -3.35245 2.50699 -0.39297
H -2.48369 0.03919 -0.75456
H 2.94477 -1.23271 0.87431
```

The value obtained for the molar mass is 158.3 g mol⁻¹. For the lowest unoccupied orbital energy, the calculation gives 0.43 eV. For the HOMO energy, the calculation gives -7.7 eV. As for the total charge: 0.

Results of the Löwdin charge analysis, in e, for atoms 1 through 4: C -0.38; C -0.31; C -0.43; C -0.06

=====

The most stable arrangement is (a), and the next structure is 0.1573 hartree less stable.